# 1
The following is a DFT calculation (ωB97M-V with the def2-TZVPD basis set) of a single C4H7N3 molecule in a non-equilibrium geometry.

Output
Highest occupied orbital energy (eV): -8.6
SMILES: NN1C=N[C@@H]2C[C@@H]21
Spin multiplicity: 1
Net charge: 0

Cartesian coordinates (Å):
N: 0.77151 1.42126 -1.07016
N: 0.57426 0.82312 0.19821
C: 1.48938 -0.12063 0.61685
N: 0.99875 -1.25628 0.98946
C: -0.35625 -1.15983 0.80974
C: -0.99370 -0.86298 -0.50234
C: -0.70249 0.24132 0.53751
H: 0.55345 2.38202 -0.99569
H: 0.13353 1.11718 -1.89560
H: 2.56357 0.02045 0.57089
H: -1.02457 -1.83782 1.47680
H: -2.00822 -0.91356 -0.26279
H: -0.61309 -0.76734 -1.57832
H: -1.38611 0.91309 1.10543

Cartesian forces (eV/Å) of the 2 atoms listed first:
-0.43 -0.57 -1.42
-0.12 0.77 0.23

# 2
The following is a DFT calculation (ωB97M-V with the def2-TZVPD basis set) of a single C4H7N3 molecule in a non-equilibrium geometry.

Output
Highest occupied orbital energy (eV): -8.3
SMILES: CC(C#N)=C(N)N
Spin multiplicity: 1
Net charge: 0

Cartesian coordinates (Å):
C: -0.11094 -1.47071 -1.04833
C: 0.43279 -0.31812 -0.28955
C: 1.83804 -0.29357 -0.25157
N: 2.98883 -0.18136 -0.12950
C: -0.25073 0.58492 0.48107
N: 0.27903 1.74536 0.95347
N: -1.60292 0.48764 0.65915
H: -1.11770 -1.24598 -1.41105
H: 0.63924 -1.67500 -1.82797
H: -0.25494 -2.41741 -0.39139
H: 1.27119 1.82189 0.83418
H: 0.00348 1.98566 1.92940
H: -2.19661 1.30469 0.29963
H: -1.91875 -0.32803 0.19247

Cartesian forces (eV/Å) of the 2 atoms listed first:
-0.65 -1.52 0.97
0.08 0.14 1.01

# 3
The following is a DFT calculation (ωB97M-V with the def2-TZVPD basis set) of a single C4H7N3 molecule in a non-equilibrium geometry.

Output
Highest occupied orbital energy (eV): -9.0
Spin multiplicity: 1
Net charge: 0

Cartesian coordinates (Å):
C: -2.30613 0.09208 -0.14139
C: -0.89310 -0.45736 0.01908
N: 0.01108 0.69274 0.11036
C: 1.32166 0.84426 0.18931
N: 2.07445 -0.30761 0.12122
C: 3.39990 -0.03773 0.05610
N: 4.50890 0.29146 -0.00780
H: -2.38823 0.66649 -1.07098
H: -2.54353 0.76237 0.69341
H: -3.05563 -0.70185 -0.15937
H: -0.62702 -1.09217 -0.83620
H: -0.81644 -1.06454 0.92984
H: -0.46679 1.58074 0.15307
H: 1.78089 -1.26888 -0.05666

Cartesian forces (eV/Å) of the 2 atoms listed first:
-0.05 -0.02 -0.01
0.01 -0.14 0.00

# 4
The following is a DFT calculation (ωB97M-V with the def2-TZVPD basis set) of a single C4H7N3 molecule in a non-equilibrium geometry.

Output
Highest occupied orbital energy (eV): -8.8
SMILES: N[C@@H]1[C@@H]2C=NN[C@H]12
Spin multiplicity: 1
Net charge: 0

Cartesian coordinates (Å):
N: -1.61964 -0.79070 -0.58038
C: -1.00315 0.54111 -0.01912
C: 0.47319 1.06659 0.01646
C: 1.37087 0.25213 -0.81498
N: 1.40747 -0.88714 -0.41162
N: 0.51698 -1.18167 0.69847
C: -0.08077 0.20221 1.03225
H: -1.91998 -0.59905 -1.69367
H: -1.11809 -1.66836 -0.58036
H: -1.95523 1.12699 0.27062
H: 0.37005 2.08407 -0.06537
H: 2.23288 0.75322 -1.40625
H: 1.47477 -1.13023 1.37826
H: -0.14936 0.23083 2.17572

Cartesian forces (eV/Å) of the 2 atoms listed first:
-1.25 3.49 -4.48
-3.87 -3.08 0.37

ΔE to the lowest compared entry with this formula, charge and spin: 3.518 0.380 1.991 5.067 (eV)
LUMO level: 1.0 0.6 0.5 0.8 (eV)
Orbital gap: 9.59 8.91 9.56 9.67 (eV)